{"formula": "C18H21FeN13OS2", "method": "ωB97M-V with the def2-TZVPD basis set", "e_tot_ev": -96482.5166, "lumo_ev": [-0.66, -0.67], "de_lowest_kcal_mol": 4.6, "homo_lumo_gap_ev": [6.56, 6.56], "charge": 0, "multiplicity": 1, "largest_force_ev_per_a": 1.39, "species": ["Fe", "S", "S", "O", "N", "N", "N", "N", "N", "N", "N", "N", "N", "N", "N", "N", "N", "C", "C", "C", "C", "C", "C", "C", "C", "C", "C", "C", "C", "C", "C", "C", "C", "C", "C", "H", "H", "H", "H", "H", "H", "H", "H", "H", "H", "H", "H", "H", "H", "H", "H", "H", "H", "H", "H", "H"], "xyz": [[1.321, -0.044, -0.946], [1.573, -2.486, -0.169], [-1.614, -1.392, -1.151], [-0.689, -0.313, -0.620], [1.278, -0.570, -2.824], [4.054, 0.905, -0.229], [0.240, -1.179, -3.441], [3.215, 0.402, -1.186], [5.208, 0.753, -2.055], [1.891, -1.193, -4.839], [0.605, -1.533, -4.622], [1.698, 0.239, 1.051], [3.120, -2.879, 1.936], [2.357, -0.751, 1.708], [0.790, 1.952, -0.624], [3.523, -0.095, -3.503], [5.206, 1.103, -0.760], [2.262, -0.603, -3.717], [-3.775, -0.828, 2.211], [0.136, 2.737, -1.469], [-5.750, -2.006, 3.241], [-3.756, -2.580, 0.064], [2.668, 1.875, 2.613], [0.918, 3.742, 0.939], [0.247, 4.569, 0.049], [3.972, 0.328, -2.274], [-4.727, -1.837, 2.150], [1.847, 1.450, 1.443], [1.168, 2.432, 0.565], [-2.820, -0.677, 1.212], [2.384, -2.014, 1.204], [-2.826, -1.550, 0.141], [-2.653, -0.576, -2.354], [-0.156, 4.061, -1.174], [-4.704, -2.710, 1.062], [-0.150, 2.287, -2.411], [-6.752, -2.106, 2.824], [0.042, 5.598, 0.312], [-5.745, -1.157, 3.922], [-3.206, 0.222, -1.862], [-2.069, 0.100, 1.258], [-0.678, 4.675, -1.893], [2.167, 1.658, 3.559], [3.637, 1.374, 2.575], [2.882, 2.939, 2.571], [4.208, -0.223, -4.226], [-3.735, -3.277, -0.765], [3.291, -3.776, 1.514], [-5.435, -3.509, 1.005], [-3.776, -0.147, 3.054], [3.792, -2.554, 2.611], [-1.974, -0.222, -3.125], [-3.327, -1.321, -2.776], [-5.548, -2.907, 3.824], [1.228, 4.115, 1.904], [2.937, -0.504, 2.494]], "forces_ev_per_a": [[-0.387, -0.459, 1.250], [0.179, 0.264, -0.182], [0.476, -0.119, 0.003], [-0.269, 0.118, -0.170], [-0.100, 0.347, -0.208], [-0.254, -0.080, -0.108], [-0.167, 0.076, 0.050], [0.377, 0.016, 0.148], [-0.075, -0.004, 0.083], [-0.208, -0.007, -0.053], [0.145, -0.006, -0.009], [0.267, 0.077, -0.260], [-0.060, -0.003, -0.066], [-0.253, 0.002, 0.062], [0.214, -0.239, -0.561], [-0.004, -0.007, 0.054], [0.183, -0.014, 0.013], [0.223, -0.046, 0.020], [0.052, 0.032, -0.022], [-0.025, 0.090, -0.022], [0.000, -0.015, -0.021], [0.037, 0.052, 0.024], [0.014, -0.012, 0.014], [-0.080, 0.078, -0.090], [0.021, -0.023, 0.033], [-0.100, 0.068, -0.194], [-0.024, -0.026, 0.008], [-0.170, -0.016, -0.132], [0.076, -0.079, 0.185], [-0.062, -0.022, 0.049], [0.111, 0.027, 0.090], [-0.122, -0.069, 0.047], [-0.086, 0.054, 0.007], [-0.001, -0.028, 0.017], [-0.017, -0.004, 0.022], [0.039, -0.017, -0.011], [-0.002, 0.005, 0.007], [-0.003, 0.000, 0.001], [-0.003, 0.001, 0.002], [0.028, 0.037, -0.054], [0.004, 0.003, -0.003], [-0.001, -0.009, -0.006], [0.038, -0.033, 0.010], [0.015, -0.024, -0.001], [-0.041, 0.001, 0.007], [-0.021, -0.012, -0.017], [0.000, -0.002, -0.004], [0.005, -0.004, 0.014], [0.001, -0.001, -0.003], [-0.001, 0.001, -0.001], [-0.010, 0.008, 0.003], [0.003, 0.002, -0.034], [-0.038, 0.009, 0.022], [0.002, 0.001, 0.002], [0.003, -0.021, 0.004], [0.067, 0.031, -0.022]]}

{"formula": "C18H21IrN5O3S2", "method": "ωB97M-V with the def2-TZVPD basis set", "e_tot_ev": -57104.4336, "lumo_ev": -4.46, "de_lowest_kcal_mol": 35.6, "homo_lumo_gap_ev": 6.21, "charge": 1, "multiplicity": 1, "largest_force_ev_per_a": 4.11, "species": ["Ir", "S", "S", "O", "O", "O", "N", "N", "N", "N", "N", "C", "C", "C", "C", "C", "C", "C", "C", "C", "C", "C", "C", "C", "C", "C", "C", "C", "C", "H", "H", "H", "H", "H", "H", "H", "H", "H", "H", "H", "H", "H", "H", "H", "H", "H", "H", "H", "H", "H"], "xyz": [[0.551, -1.231, 0.300], [-0.662, 0.600, 1.119], [2.108, -2.247, 1.796], [-2.319, 5.366, -3.323], [-0.287, 4.986, -4.111], [2.381, -0.140, -0.248], [-0.650, -2.747, 1.215], [1.516, -4.108, 3.560], [3.734, 0.820, 1.353], [-1.100, -1.614, -1.063], [-0.234, -3.486, 2.264], [-3.434, -2.043, -0.958], [-2.523, -0.892, -2.838], [-1.614, 2.865, -0.010], [-1.771, 3.806, -1.009], [-1.296, 4.752, -3.245], [2.737, 1.042, 2.392], [-0.756, 1.777, -0.195], [-0.193, 2.633, -2.380], [-2.159, -2.141, -0.434], [-1.856, -2.874, 0.789], [-1.059, 3.704, -2.199], [-3.624, -1.395, -2.169], [-2.870, -3.757, 1.431], [3.470, 0.278, 0.182], [-1.279, -1.026, -2.247], [1.010, -3.351, 2.578], [5.084, 1.261, 1.681], [-0.041, 1.676, -1.386], [0.937, -4.795, 4.011], [5.782, 0.974, 0.898], [-2.426, -4.268, 2.278], [-2.446, 4.643, -0.884], [-3.720, -3.166, 1.776], [-4.616, -1.308, -2.592], [4.339, 0.227, -0.481], [2.478, -4.013, 3.828], [5.104, 2.346, 1.791], [0.664, 0.868, -1.524], [-2.619, -0.413, -3.801], [5.398, 0.811, 2.621], [-3.238, -4.500, 0.721], [2.705, 2.102, 2.644], [2.999, 0.468, 3.281], [-0.390, -0.683, -2.755], [-4.268, -2.470, -0.422], [0.501, 4.473, -3.894], [0.349, 2.505, -3.311], [1.758, 0.726, 2.050], [-2.156, 2.960, 0.923]], "forces_ev_per_a": [[0.131, -3.190, 2.591], [0.347, -0.785, -0.440], [-0.030, 1.007, -0.885], [0.017, 0.049, -0.005], [-0.007, 0.012, -0.153], [-0.833, 0.046, -0.588], [0.599, 1.781, -1.116], [0.104, 0.048, 0.007], [-0.043, -0.018, 0.144], [0.627, 1.699, -0.228], [-0.483, -0.379, 0.339], [-0.101, -0.155, -0.048], [-0.061, -0.189, -0.028], [-0.019, -0.086, 0.035], [-0.004, 0.080, 0.093], [0.038, -0.108, 0.086], [-0.092, -0.022, 0.007], [-0.043, -0.006, -0.141], [-0.052, -0.018, 0.058], [-0.301, 0.033, -0.045], [-0.208, -0.263, 0.406], [0.045, -0.022, -0.127], [0.013, 0.008, 0.014], [0.085, -0.068, 0.021], [0.114, 0.150, 0.094], [0.122, -0.164, -0.220], [-0.017, 0.107, 0.010], [0.042, 0.084, -0.047], [0.133, 0.090, 0.111], [-0.013, 0.001, -0.017], [-0.027, -0.026, -0.011], [-0.044, 0.001, 0.020], [-0.012, -0.027, 0.024], [0.011, 0.019, -0.023], [0.001, 0.036, 0.026], [-0.025, -0.065, -0.046], [-0.013, -0.024, 0.036], [-0.018, -0.002, 0.009], [-0.015, 0.061, -0.034], [0.044, 0.028, 0.014], [-0.004, -0.049, -0.017], [-0.013, 0.042, -0.027], [0.032, 0.012, -0.023], [0.045, 0.009, -0.013], [-0.010, 0.122, 0.118], [0.015, -0.023, -0.021], [-0.067, 0.040, 0.097], [0.034, 0.016, 0.018], [0.016, 0.095, -0.024], [-0.060, 0.016, -0.053]]}

{"formula": "C18H21N2O4", "method": "ωB97M-V with the def2-TZVPD basis set", "e_tot_ev": -30170.7965, "lumo_ev": -4.19, "de_lowest_kcal_mol": 2.9, "homo_lumo_gap_ev": 7.37, "charge": 1, "multiplicity": 1, "largest_force_ev_per_a": 1.12, "species": ["O", "O", "O", "O", "N", "N", "C", "C", "C", "C", "C", "C", "C", "C", "C", "C", "C", "C", "C", "C", "C", "C", "C", "C", "H", "H", "H", "H", "H", "H", "H", "H", "H", "H", "H", "H", "H", "H", "H", "H", "H", "H", "H", "H", "H"], "xyz": [[0.591, -4.330, -5.279], [0.188, 7.562, 4.266], [1.571, 2.992, 4.064], [-0.267, 0.269, -1.069], [-0.674, -0.453, 1.373], [-0.477, 3.946, 3.893], [0.374, -1.393, -3.242], [-0.207, -4.098, -3.001], [-0.135, 5.167, 4.585], [-0.385, -0.933, -0.975], [-0.059, 1.792, 2.865], [0.612, -2.228, -4.297], [0.327, -3.604, -4.201], [-0.437, -3.256, -1.939], [-0.283, 6.395, 3.664], [-1.337, 0.695, 1.161], [0.338, -5.731, -5.300], [0.619, 0.582, 3.059], [-0.853, -1.503, 0.416], [-1.053, 1.832, 1.894], [0.428, 2.976, 3.666], [-0.153, -1.886, -2.031], [0.302, -0.511, 2.296], [0.744, -6.250, -6.668], [-1.592, 2.738, 1.666], [-0.729, -5.916, -5.121], [0.825, -1.450, 2.405], [-0.862, -3.675, -1.040], [-1.423, 3.860, 3.558], [-1.908, -1.770, 0.319], [0.905, 5.082, 4.908], [1.019, -1.859, -5.224], [0.168, -5.751, -7.443], [0.924, -6.223, -4.513], [1.410, 0.541, 3.792], [0.331, 6.255, 2.771], [0.589, -0.338, -3.314], [-0.776, 5.282, 5.466], [-0.444, -5.145, -2.900], [-0.340, 7.774, 5.044], [0.563, -7.319, -6.724], [-1.336, 6.500, 3.356], [-2.125, 0.690, 0.425], [-0.270, -2.379, 0.695], [1.799, -6.059, -6.843]], "forces_ev_per_a": [[0.123, 0.218, -0.216], [0.111, 0.331, 0.357], [0.179, -0.155, -0.022], [0.143, -0.132, -0.199], [-0.120, 0.661, 0.418], [-0.317, 0.072, -0.166], [-0.120, -0.116, 0.244], [0.069, -0.379, -0.380], [0.243, 0.559, 0.036], [-0.176, -0.081, 0.641], [0.067, -0.552, -0.370], [0.008, -0.240, -0.131], [-0.131, 0.392, 0.520], [0.079, 0.572, 0.080], [-0.120, -0.490, -0.042], [-0.241, 0.379, 0.292], [-0.069, -0.544, -0.093], [-0.115, 0.242, -0.045], [-0.013, -0.399, -1.046], [0.164, -0.143, 0.240], [-0.242, 0.112, 0.058], [0.178, -0.284, -0.715], [0.295, 0.113, 0.401], [-0.073, 0.276, 0.339], [-0.070, 0.040, -0.042], [0.119, 0.064, 0.050], [-0.055, -0.058, -0.088], [-0.040, -0.082, 0.122], [0.098, -0.172, 0.007], [0.081, -0.033, 0.174], [-0.189, 0.033, 0.018], [0.055, 0.051, -0.109], [-0.056, 0.007, -0.087], [-0.096, 0.104, -0.027], [0.050, -0.068, -0.005], [-0.125, -0.081, 0.034], [0.027, 0.080, -0.048], [0.107, -0.019, -0.037], [-0.009, -0.089, -0.018], [0.014, 0.012, -0.089], [-0.016, -0.110, -0.012], [0.111, -0.055, -0.063], [0.084, -0.105, -0.026], [-0.112, 0.092, 0.074], [0.097, -0.021, -0.031]]}

{"formula": "C18H21N2S2", "method": "ωB97M-V with the def2-TZVPD basis set", "e_tot_ev": -43651.3647, "lumo_ev": -3.05, "homo_lumo_gap_ev": 8.69, "charge": 1, "multiplicity": 1, "largest_force_ev_per_a": 1.29, "species": ["S", "S", "N", "N", "C", "C", "C", "C", "C", "C", "C", "C", "C", "C", "C", "C", "C", "C", "C", "C", "C", "C", "H", "H", "H", "H", "H", "H", "H", "H", "H", "H", "H", "H", "H", "H", "H", "H", "H", "H", "H", "H", "H"], "xyz": [[-0.506, -2.515, -2.508], [-2.750, -0.651, -2.061], [0.747, 0.369, 3.153], [-0.523, -0.577, -0.666], [-0.970, -0.851, -2.066], [-0.889, 1.376, -3.238], [-0.708, 0.803, 1.270], [-0.114, 2.430, -3.744], [1.047, -0.078, -3.324], [-0.278, 0.158, -2.972], [0.454, -1.311, -0.064], [-3.249, -2.264, -2.673], [-0.088, 1.025, 4.142], [0.988, -0.934, 1.151], [1.824, 0.985, -3.806], [2.196, 0.690, 5.010], [-1.105, 0.473, -0.004], [0.768, 1.056, 5.424], [2.084, 0.062, 3.611], [-2.076, -3.084, -3.173], [0.349, 0.093, 1.888], [1.249, 2.248, -3.989], [-0.370, 2.043, 3.823], [-2.172, -4.118, -2.826], [-3.753, -2.774, -1.844], [1.871, 3.090, -4.288], [-1.197, 1.636, 1.774], [1.474, -1.077, -3.194], [-1.029, 0.471, 4.307], [-3.977, -2.053, -3.465], [0.787, -2.213, -0.585], [-1.910, 1.002, -0.529], [2.243, -1.030, 3.656], [2.825, 1.584, 4.938], [-1.958, 1.513, -3.044], [-2.005, -3.066, -4.264], [1.832, -1.495, 1.545], [0.721, 2.034, 5.906], [-0.590, 3.389, -3.951], [2.872, 0.812, -4.041], [0.379, 0.298, 6.110], [2.662, -0.023, 5.692], [2.842, 0.470, 2.920]], "forces_ev_per_a": [[-0.166, -0.928, -0.038], [-0.740, -0.097, -0.373], [-0.414, -0.052, -1.219], [0.063, 0.096, 0.989], [0.006, 0.174, -0.476], [0.358, 0.699, -0.181], [-0.575, -0.060, -0.540], [-0.071, -0.245, -0.094], [0.549, 0.695, -0.099], [-0.002, 0.068, 0.421], [0.398, 0.751, 0.316], [-0.642, -0.175, 0.384], [-0.406, 0.720, 0.311], [-0.380, -0.330, -0.768], [-0.410, -0.289, -0.007], [0.237, 0.164, -0.461], [0.574, -0.186, 0.420], [-0.299, -0.339, 0.017], [0.696, -0.696, 0.230], [-0.025, -0.304, -0.455], [0.509, 0.139, 0.971], [-0.131, -0.239, 0.281], [0.175, -0.251, 0.070], [-0.034, 0.142, -0.279], [0.067, 0.055, -0.302], [-0.195, -0.221, -0.116], [0.124, -0.322, -0.147], [-0.011, 0.504, -0.025], [0.382, 0.126, -0.208], [0.177, -0.325, 0.142], [0.001, 0.575, 0.190], [0.645, -0.175, 0.360], [-0.081, 0.311, 0.031], [-0.091, -0.186, 0.177], [0.538, 0.052, -0.084], [-0.087, -0.034, 0.203], [-0.387, 0.114, -0.028], [-0.049, -0.200, 0.025], [0.176, -0.215, 0.092], [-0.191, 0.100, 0.028], [0.058, 0.245, 0.039], [-0.019, 0.266, 0.036], [-0.329, -0.128, 0.166]]}